Below is C31H45ClF5OPY as an isolated structure, with properties calculated with ωB97M-V/def2-TZVPD.

Results
Orbital gap = 4.565 eV
Calculated total energy = -71368.42882 eV
Charge = -1

Positions of all 85 atoms, in Å:
Y -1.160 0.169 2.234
Cl -3.665 -0.353 2.201
P -0.323 0.806 -0.341
C -1.380 2.260 1.675
H -0.834 3.063 2.202
H -2.128 2.719 1.000
C 0.986 -0.299 -1.098
C -0.021 2.502 -1.008
C 2.385 0.191 -0.692
H 0.797 -1.264 -0.587
C 3.445 -0.871 -1.009
H 2.624 1.119 -1.236
H 2.423 0.433 0.380
C 3.383 -1.355 -2.464
H 4.439 -0.458 -0.793
H 3.303 -1.720 -0.326
C 1.962 -1.676 -2.950
H 3.811 -0.577 -3.111
H 4.016 -2.242 -2.577
C 0.944 -0.578 -2.606
H 1.970 -1.836 -4.034
H 1.629 -2.616 -2.491
H 1.197 0.331 -3.170
H -0.058 -0.885 -2.936
C -1.985 0.118 -0.968
C 0.332 2.643 -2.499
H -0.992 2.989 -0.817
C 0.296 4.124 -2.884
H 1.345 2.250 -2.679
H -0.361 2.071 -3.134
C 1.182 4.995 -1.985
H 0.604 4.235 -3.931
H -0.743 4.470 -2.816
C 1.003 4.721 -0.489
H 2.232 4.825 -2.258
H 0.974 6.051 -2.191
C 1.041 3.225 -0.160
H 1.778 5.246 0.080
H 0.037 5.126 -0.157
H 2.041 2.830 -0.398
H 0.849 3.055 0.907
C -1.995 -1.418 -1.034
H -2.669 0.422 -0.149
C -3.414 -1.932 -1.284
H -1.331 -1.771 -1.838
H -1.605 -1.876 -0.111
C -4.029 -1.327 -2.554
H -3.405 -3.029 -1.354
H -4.034 -1.669 -0.413
C -3.903 0.201 -2.614
H -3.535 -1.763 -3.434
H -5.088 -1.606 -2.616
C -2.494 0.720 -2.281
H -4.194 0.556 -3.610
H -4.611 0.645 -1.901
H -1.812 0.449 -3.104
H -2.518 1.818 -2.225
C -0.584 -3.122 1.805
C -0.845 -2.570 2.947
H 0.342 -2.892 1.261
C -1.989 -2.965 3.866
H -0.087 -1.928 3.449
C -2.834 -4.127 3.296
H -1.594 -3.281 4.849
H -2.636 -2.089 4.073
C -2.865 -4.124 1.766
H -2.372 -5.066 3.632
H -3.855 -4.100 3.698
C -1.434 -4.212 1.217
H -3.459 -4.971 1.401
H -3.336 -3.196 1.407
H -1.014 -5.197 1.483
H -1.445 -4.182 0.119
F 6.126 1.281 3.558
C 4.803 1.044 3.491
C 3.898 2.081 3.735
F 4.361 3.316 4.024
C 2.540 1.836 3.650
F 1.647 2.845 3.805
C 2.042 0.559 3.305
O 0.759 0.377 3.135
C 2.983 -0.465 3.054
F 2.538 -1.670 2.599
C 4.341 -0.232 3.149
F 5.231 -1.210 2.866


Below is C23H13Cl2F9InO4S as an isolated structure, with properties calculated with ωB97M-V/def2-TZVPD.

Results
Orbital gap = 7.634 eV
Calculated total energy = -97758.91906 eV
Charge = +1

Positions of all 53 atoms, in Å:
In -0.922 0.153 -0.353
Cl -8.149 -0.241 -0.781
C -6.435 -0.243 -0.983
C -5.895 -0.015 -2.257
C -4.537 -0.020 -2.460
Cl -3.897 0.260 -4.032
C -3.638 -0.257 -1.398
O -2.355 -0.335 -1.666
C -4.200 -0.449 -0.106
C -3.429 -0.571 1.083
O -2.187 -0.451 1.224
C -5.605 -0.453 0.077
H -6.555 0.167 -3.095
H -3.987 -0.764 2.005
H -6.012 -0.609 1.068
O 0.720 -0.871 -1.122
S 2.140 -0.443 -0.629
C 3.172 -1.759 -1.187
C 4.372 -1.384 -1.773
C 5.237 -2.379 -2.212
C 4.882 -3.710 -2.073
C 3.665 -4.068 -1.496
C 2.801 -3.091 -1.042
C 2.077 -0.711 1.127
C 1.117 -1.541 1.688
C 1.066 -1.664 3.069
C 1.971 -0.972 3.861
C 2.930 -0.150 3.282
C 2.982 -0.006 1.905
H 4.624 -0.338 -1.891
H 6.179 -2.109 -2.670
H 5.553 -4.483 -2.423
H 3.397 -5.111 -1.402
H 1.851 -3.353 -0.596
H 0.443 -2.116 1.063
H 0.324 -2.306 3.523
H 1.927 -1.069 4.937
H 3.626 0.394 3.905
H 3.703 0.660 1.446
F 2.144 3.340 0.848
C 0.910 3.814 1.019
F 0.650 3.821 2.325
F 0.871 5.069 0.570
C -0.116 2.920 0.265
O 0.172 1.608 0.531
C -0.003 3.187 -1.268
F 1.261 3.173 -1.668
F -0.622 2.152 -1.929
F -0.583 4.302 -1.670
C -1.563 3.225 0.748
F -1.757 2.783 1.982
F -1.901 4.501 0.679
F -2.420 2.515 -0.050


Below is one molecule with the formula C5H13ClO2S2Si, with properties calculated with ωB97M-V/def2-TZVPD.

Results
Structure (SMILES) = C[Si](C)(C)CS(=O)(=O)SCCl
Orbital gap = 10.105 eV
Calculated total energy = -51559.93269 eV

Positions of all 24 atoms, in Å:
C -1.518 -1.685 0.271
C -1.481 1.084 1.813
C -3.034 0.910 -0.854
C -0.060 0.490 -1.018
C 4.280 -0.885 -0.460
O 1.623 1.441 0.738
O 1.478 -1.032 0.711
Si -1.582 0.271 0.130
S 3.033 -0.054 -1.447
S 1.494 0.235 0.037
Cl 5.066 0.198 0.747
H -2.141 -2.310 0.810
H -1.817 -2.179 -0.677
H -0.410 -2.004 0.498
H -0.491 1.045 2.323
H -1.568 2.280 1.485
H -2.294 0.814 2.472
H -3.206 0.482 -1.904
H -3.903 0.953 -0.230
H -2.773 1.858 -1.170
H 0.219 -0.179 -1.791
H 0.226 1.374 -1.507
H 3.702 -1.775 -0.048
H 5.158 -1.334 -0.929


Below is one molecule with the formula C17H22N4O3, with properties calculated with ωB97M-V/def2-TZVPD.

Results
Orbital gap = 6.530 eV
Calculated total energy = -30087.59879 eV

Positions of all 46 atoms, in Å:
C 1.085 -1.400 1.576
C -0.340 -1.402 1.720
C -0.872 -0.132 2.089
O -1.957 0.292 2.416
O 0.239 0.778 2.022
C 1.374 0.085 1.693
O 2.436 0.580 1.399
H 1.579 -1.937 2.386
H -0.923 -2.308 1.803
C 5.194 -5.005 0.451
C 3.870 -5.451 -0.141
N 3.441 -4.624 -1.274
C 3.222 -5.365 -2.498
C 3.249 -4.485 -3.724
N 2.672 -3.183 -3.493
C 2.224 -2.488 -4.680
C 2.126 -0.997 -4.458
N 1.460 -0.697 -3.215
C 1.009 0.690 -3.066
C -0.410 0.803 -2.544
C 1.699 -1.475 -2.108
C 1.388 -1.044 -0.809
N 1.617 -1.829 0.279
C 2.301 -2.995 0.170
C 2.726 -3.461 -1.088
C 2.349 -2.733 -2.256
H 5.443 -5.657 1.291
H 5.993 -5.096 -0.292
H 5.157 -3.973 0.808
H 3.970 -6.472 -0.526
H 3.089 -5.456 0.627
H 4.000 -6.135 -2.568
H 2.238 -5.869 -2.481
H 4.278 -4.365 -4.083
H 2.703 -4.970 -4.540
H 2.915 -2.715 -5.497
H 1.244 -2.880 -4.988
H 3.146 -0.576 -4.492
H 1.548 -0.534 -5.268
H 1.703 1.237 -2.414
H 1.067 1.134 -4.065
H -0.678 1.859 -2.463
H -1.106 0.318 -3.233
H -0.541 0.348 -1.562
H 0.999 -0.040 -0.634
H 2.430 -3.548 1.099


Below is a 16-piece molecular cluster, C4H41NO15S overall, with properties calculated with ωB97M-V/def2-TZVPD.

Results
Orbital gap = 8.695 eV
Calculated total energy = -47848.42217 eV

Positions of all 62 atoms, in Å:
C 0.863 0.783 0.686
N 0.280 -0.382 1.387
C 0.235 -1.642 0.536
C -0.983 -2.470 1.023
S -0.786 -4.144 0.366
C 0.350 1.356 -0.639
H 1.890 0.659 0.629
H 0.665 1.750 1.400
H -0.591 -0.085 1.812
H 0.247 -1.397 -0.487
H 1.114 -2.188 0.811
H -1.820 -1.913 0.756
H -0.997 -2.639 2.109
H -0.090 -3.868 -0.840
H 0.332 0.531 -1.429
H 1.128 1.946 -0.956
H -0.607 1.705 -0.571
H 3.898 -0.655 2.623
H 2.611 -0.824 1.619
O 3.129 -1.155 2.409
H 3.146 -3.379 1.413
H 2.593 -3.413 2.778
O 2.576 -3.955 2.036
H -3.898 3.638 0.700
H -3.403 2.760 1.887
O -4.113 2.873 1.221
H -2.245 3.200 -0.698
H -1.962 1.956 -1.653
O -2.634 2.673 -1.402
H 0.491 -0.636 -3.409
H 0.817 -0.179 -4.708
O 1.196 -0.165 -3.875
H -1.125 4.640 -0.114
H -1.378 4.542 1.400
O -1.850 4.686 0.560
H 2.817 -1.867 -1.855
H 4.120 -1.915 -1.093
O 3.190 -1.677 -0.985
H -2.190 -0.676 -4.437
H -3.273 0.060 -3.809
O -2.712 -0.662 -3.661
H 4.683 0.069 -0.191
H 4.722 -1.073 0.878
O 5.174 -0.404 0.462
H -1.537 -1.818 -2.687
H -0.958 -0.668 -1.980
O -0.712 -1.344 -2.534
H -4.408 -0.109 -1.543
H -4.204 1.274 -1.874
O -4.662 0.455 -2.263
H -3.065 -0.582 0.510
H -3.405 1.067 0.710
O -2.941 0.358 0.271
H 0.963 -1.023 3.555
H 2.018 -1.194 4.601
O 1.088 -1.308 4.418
H 4.280 0.097 -2.370
H 3.086 0.446 -1.754
O 4.014 0.598 -1.683
H -1.824 2.523 4.048
H -1.280 2.244 2.677
O -2.063 2.521 3.212


Below is a 2-piece molecular cluster, C4H10NO overall, with properties calculated with ωB97M-V/def2-TZVPD.

Results
Orbital gap = 6.977 eV
Calculated total energy = -7846.48948 eV
Charge = -1

Positions of all 16 atoms, in Å:
C 0.692 2.111 1.265
C -0.310 2.481 2.052
H 0.512 1.449 0.401
H 1.685 2.496 1.477
H -1.321 2.136 1.872
H -0.173 3.144 2.904
C 0.948 -2.173 -0.624
N -0.457 -1.962 -0.960
C -0.873 -0.562 -0.604
O -0.136 0.422 -1.123
H 1.551 -1.296 -0.885
H 1.319 -3.065 -1.136
H 1.036 -2.364 0.452
H -0.522 -1.999 -1.974
H -0.876 -0.578 0.519
H -1.950 -0.538 -0.908


Below is a 3-piece molecular cluster, C5H10O overall, with properties calculated with ωB97M-V/def2-TZVPD.

Results
Structure (SMILES) = C1=CC1.[H][H].CC=O
Orbital gap = 10.634 eV
Calculated total energy = -7390.49109 eV

Positions of all 16 atoms, in Å:
C -2.215 0.350 0.376
C -1.396 -0.198 -0.764
O -0.936 0.492 -1.643
C 0.913 -0.453 1.332
C 1.855 -0.670 0.475
C 1.511 0.773 0.699
H -1.933 1.387 0.573
H -2.100 -0.256 1.280
H -3.273 0.325 0.089
H -1.252 -1.298 -0.779
H 1.138 -0.346 -2.391
H 0.216 -0.834 2.063
H 2.511 -1.353 -0.041
H 1.816 -0.643 -2.485
H 0.955 1.321 -0.069
H 2.190 1.401 1.285